# 1
# C6H6O

An isolated molecule of C6H6O (wB97M-V/def2-TZVPD, OMol25).

- E_HOMO (eV) = -8.985
- gap between HOMO and LUMO (eV) = 9.96
- SMILES = C#CC1=CCOC1
- maximum force (hartree/bohr) = 0.00942
- relative energy (zero: lowest compared OMol25 entry of this formula, charge and spin) (kJ/mol) = 256.6
- electronic energy (a.u.) = -307.3657

Geometry as ORCA input:
```
! RIJCOSX wB97M-V def2-TZVPD def2/J DEFGRID3
* xyz 0 1
H 0.566 0.498 -1.917
C 1.195 -1.277 -0.613
H -1.214 -1.206 1.329
O 0.721 -1.640 0.677
C 0.438 -0.032 -0.980
H 0.998 -2.094 -1.324
H 0.083 -0.230 2.051
C -1.384 1.318 0.081
C -0.407 0.280 0.002
C -2.241 2.157 0.201
H 2.284 -1.123 -0.584
H -3.031 2.868 0.306
C -0.253 -0.715 1.125
*
```

=====

# 2
# C6H6O

An isolated molecule of C6H6O (wB97M-V/def2-TZVPD, OMol25).

- E_HOMO (eV) = -8.995
- gap between HOMO and LUMO (eV) = 9.96
- SMILES = C#CC1=CCOC1
- maximum force (hartree/bohr) = 0.00585
- relative energy (zero: lowest compared OMol25 entry of this formula, charge and spin) (kJ/mol) = 265.0
- electronic energy (a.u.) = -307.3625

Geometry as ORCA input:
```
! RIJCOSX wB97M-V def2-TZVPD def2/J DEFGRID3
* xyz 0 1
H -0.299 -1.851 0.417
C -1.732 0.794 0.033
C 1.820 -0.141 0.570
C 0.469 0.130 0.217
H -2.371 0.846 0.928
H -2.204 1.412 -0.735
H 3.769 -1.104 1.193
O -1.651 -0.536 -0.451
C -0.324 1.187 0.372
C 2.865 -0.637 0.895
H -0.052 2.169 0.734
C -0.339 -1.027 -0.304
H 0.036 -1.383 -1.273
*
```

=====

# 3
# C6H6O

An isolated molecule of C6H6O (wB97M-V/def2-TZVPD, OMol25).

- E_HOMO (eV) = -10.036
- gap between HOMO and LUMO (eV) = 10.95
- SMILES = C#CC(C#C)CO
- maximum force (hartree/bohr) = 0.00970
- relative energy (zero: lowest compared OMol25 entry of this formula, charge and spin) (kJ/mol) = 376.4
- electronic energy (a.u.) = -307.3201

Geometry as ORCA input:
```
! RIJCOSX wB97M-V def2-TZVPD def2/J DEFGRID3
* xyz 0 1
C -0.460 1.289 -0.419
H 3.322 -1.316 -0.049
H -1.513 1.432 -0.679
C -1.642 -0.833 2.109
H -0.239 1.899 0.468
C -1.006 -0.577 1.121
C -0.247 -0.211 -0.086
H 1.220 1.626 -1.297
C 2.327 -0.933 -0.005
H -0.628 -0.780 -0.944
O 0.286 1.685 -1.538
C 1.179 -0.570 0.020
H -2.194 -1.070 2.992
*
```

=====

# 4
# C6H6O2

A cluster of 2 separate species, C6H6O2 in total at a distorted geometry (wB97M-V/def2-TZVPD, OMol25).

- E_HOMO (eV) = -9.707
- gap between HOMO and LUMO (eV) = 9.65
- maximum force (hartree/bohr) = 0.17067
- relative energy (zero: lowest compared OMol25 entry of this formula, charge and spin) (kJ/mol) = 490.4
- electronic energy (a.u.) = -382.4990

Geometry as ORCA input:
```
! RIJCOSX wB97M-V def2-TZVPD def2/J DEFGRID3
* xyz 0 1
H -2.451 -1.289 -0.600
H -2.127 1.797 -0.478
H 0.203 2.208 0.835
O 2.637 0.289 -0.823
C 1.350 -0.102 -0.685
C -0.320 1.256 0.551
H -0.315 -2.246 -0.129
C 0.501 -0.091 0.513
C -1.592 -0.629 -0.311
H 0.561 -0.748 -1.721
C -1.452 0.930 -0.097
C -0.536 -1.112 0.179
H 2.231 0.156 1.175
O 1.310 -0.417 1.591
*
```

=====

# 5
# C6H6O2

An isolated molecule of C6H6O2 at a distorted geometry (wB97M-V/def2-TZVPD, OMol25).

- E_HOMO (eV) = -9.728
- gap between HOMO and LUMO (eV) = 10.64
- SMILES = O=C1[C@H]2C[C@@H]1[C@@H]1O[C@@H]12
- maximum force (hartree/bohr) = 0.05520
- relative energy (zero: lowest compared OMol25 entry of this formula, charge and spin) (kJ/mol) = 264.4
- electronic energy (a.u.) = -382.5850

Geometry as ORCA input:
```
! RIJCOSX wB97M-V def2-TZVPD def2/J DEFGRID3
* xyz 0 1
C -0.732 -0.714 0.818
C 0.214 0.105 -1.079
H -0.817 -1.921 -0.962
H 0.607 0.587 2.131
C -0.815 -0.887 -0.588
H -0.649 -1.518 1.470
H 0.374 0.275 -2.099
O 2.321 -0.872 -0.017
C 1.270 -0.323 -0.066
O -1.946 -0.391 -0.009
H -1.031 1.724 -0.165
H 0.756 2.177 -0.345
C 0.405 0.417 1.044
C 0.042 1.341 -0.131
*
```

=====

# 6
# C6H6O2

An isolated molecule of C6H6O2 at a distorted geometry (wB97M-V/def2-TZVPD, OMol25).

- E_HOMO (spin up / spin down) (eV) = -8.448 / -7.742
- gap between HOMO and LUMO (spin up / spin down) (eV) = 8.81 / 6.41
- maximum force (hartree/bohr) = 0.08664
- relative energy (zero: lowest compared OMol25 entry of this formula, charge and spin) (kJ/mol) = 695.4
- electronic energy (a.u.) = -382.4209

Geometry as ORCA input:
```
! RIJCOSX wB97M-V def2-TZVPD def2/J DEFGRID3
* xyz 0 1
H -0.463 -0.064 -2.609
O 0.115 -0.447 0.745
H 1.577 -2.933 2.106
H -0.994 4.087 0.311
C -0.289 -0.466 -1.602
C -0.273 1.618 -0.329
H -0.114 -1.463 -1.729
O -0.420 3.566 1.027
H 0.425 -3.890 0.911
C -0.161 2.275 0.844
C -0.220 0.235 -0.446
C 0.279 -1.757 0.757
H -0.254 2.076 -1.268
C 0.793 -2.839 1.282
*
```

=====

# 7
# C6H6O3

An isolated molecule of C6H6O3 at a distorted geometry (wB97M-V/def2-TZVPD, OMol25).

- E_HOMO (eV) = -9.638
- gap between HOMO and LUMO (eV) = 10.46
- SMILES = C=C1OC(=O)O[C@H]2C[C@H]12
- maximum force (hartree/bohr) = 0.04666
- relative energy (zero: lowest compared OMol25 entry of this formula, charge and spin) (kJ/mol) = 279.1
- electronic energy (a.u.) = -457.8308

Geometry as ORCA input:
```
! RIJCOSX wB97M-V def2-TZVPD def2/J DEFGRID3
* xyz 0 1
H 1.705 -2.810 -0.429
H 0.515 0.532 1.548
C 0.941 0.483 0.537
C 1.450 1.822 0.074
H 0.416 0.738 -1.446
O -1.140 1.167 -0.125
O -2.562 -0.621 0.228
C 1.909 -1.847 -0.054
C 0.946 -0.894 0.050
O -0.422 -1.132 -0.202
C -1.461 -0.189 -0.009
C 0.190 1.175 -0.492
H 1.283 2.593 0.774
H 2.279 2.014 -0.603
H 2.939 -1.682 0.309
*
```

=====

# 8
# C6H6O3

An isolated molecule of C6H6O3 at a distorted geometry (wB97M-V/def2-TZVPD, OMol25).

- E_HOMO (eV) = -9.602
- gap between HOMO and LUMO (eV) = 10.26
- SMILES = O=C1O[C@]12C[C@H]1C[C@]12O
- maximum force (hartree/bohr) = 0.08189
- relative energy (zero: lowest compared OMol25 entry of this formula, charge and spin) (kJ/mol) = 330.8
- electronic energy (a.u.) = -457.8111

Geometry as ORCA input:
```
! RIJCOSX wB97M-V def2-TZVPD def2/J DEFGRID3
* xyz 0 1
H -0.279 2.326 -1.573
O 3.579 -0.304 0.294
H -1.306 0.680 1.397
C 0.134 -1.270 0.310
C 2.471 0.006 0.513
C -1.526 0.568 0.345
H -1.763 -1.255 -0.995
C -0.459 0.632 -0.694
O 1.622 0.569 1.314
H -2.471 0.988 0.033
H -0.002 -1.516 1.365
C 0.969 -0.001 0.070
O -0.423 1.399 -1.804
C -1.094 -0.685 -0.375
H 0.548 -2.138 -0.201
*
```